Entry 1:
{"formula": "C9H13FeN", "method": "wB97M-V/def2-TZVPD", "s_squared": 8.84, "charge": -1, "multiplicity": 6, "homo_lumo_gap_ev": [4.653, 6.357], "e_lumo_ev": [4.02, 3.39], "elements": ["Fe", "N", "C", "C", "C", "C", "C", "C", "C", "C", "C", "H", "H", "H", "H", "H", "H", "H", "H", "H", "H", "H", "H", "H"], "coordinates": [[0.120, -0.048, -0.045], [1.306, 0.512, 0.834], [-0.262, 1.678, -0.850], [1.047, -1.104, -1.494], [-1.443, 1.386, -0.202], [0.545, 2.397, -1.629], [-0.075, -1.968, 0.368], [-0.358, -1.079, -1.772], [-1.055, -1.615, -0.626], [-0.554, -0.038, 2.923], [1.233, -1.683, -0.182], [-0.814, -0.744, -2.711], [-2.130, -1.791, -0.547], [1.855, -0.753, -2.137], [-1.735, 1.953, 0.694], [-1.118, -0.079, 3.859], [0.128, 3.193, -2.257], [2.180, -1.890, 0.291], [-0.282, -2.438, 1.325], [-2.308, 0.969, -0.745], [1.631, 2.210, -1.647], [0.092, -0.899, 2.725], [2.174, 0.882, 1.198], [-0.174, 0.949, 2.628]]}

***

Entry 2:
{"formula": "C5H9N4S", "method": "wB97M-V/def2-TZVPD", "charge": 1, "e_above_lowest_kcal_mol": 169.4, "homo_lumo_gap_ev": [6.830, 6.767], "e_lumo_ev": [-6.70, -6.81], "elements": ["S", "N", "N", "N", "N", "C", "C", "C", "C", "C", "H", "H", "H", "H", "H", "H", "H", "H", "H"], "coordinates": [[-0.738, 1.083, -0.715], [-2.284, -1.195, -0.326], [-2.758, 0.870, 0.695], [-1.056, -1.226, -0.541], [-1.617, 1.362, 0.672], [1.988, 0.706, -0.866], [1.259, -0.240, 0.910], [2.277, -0.568, -0.131], [-3.174, -0.207, 0.054], [0.913, 1.074, 0.139], [0.307, -0.790, 0.990], [0.862, 2.113, 0.554], [2.687, 1.487, -0.960], [-2.752, -2.055, -0.200], [-4.218, -0.623, 0.233], [1.595, 0.078, 1.889], [1.817, -1.470, -0.766], [1.662, 0.515, -1.940], [3.232, -0.914, 0.309]]}

***

Entry 3:
{"formula": "C37H35CeN5O2S", "method": "wB97M-V/def2-TZVPD", "e_above_lowest_kcal_mol": 10.7, "homo_lumo_gap_ev": [5.685, 5.689], "e_lumo_ev": [-1.13, -1.13], "elements": ["Ce", "S", "O", "O", "N", "N", "N", "N", "N", "C", "C", "C", "C", "C", "C", "C", "C", "C", "C", "C", "C", "C", "C", "C", "C", "C", "C", "C", "C", "C", "C", "C", "C", "C", "C", "C", "C", "C", "C", "C", "C", "C", "C", "C", "C", "C", "H", "H", "H", "H", "H", "H", "H", "H", "H", "H", "H", "H", "H", "H", "H", "H", "H", "H", "H", "H", "H", "H", "H", "H", "H", "H", "H", "H", "H", "H", "H", "H", "H", "H", "H"], "coordinates": [[-0.223, -0.023, -1.008], [4.810, -0.762, -0.007], [0.144, 0.804, -2.955], [0.402, 2.920, -3.716], [2.591, -1.952, 0.899], [1.352, 1.808, -0.566], [2.514, -0.959, -1.215], [-2.219, 0.727, -0.616], [0.277, -4.114, 6.292], [-3.696, 0.388, 1.300], [3.404, -0.342, -2.115], [3.146, -1.266, -0.114], [0.074, -3.877, 5.186], [-0.696, -2.501, -0.339], [3.403, 2.841, 0.213], [4.683, -0.103, -1.613], [5.342, 0.945, -3.647], [0.604, 2.055, -2.916], [-1.339, -2.373, 2.067], [-0.153, -3.576, 3.783], [-2.794, -1.504, -2.924], [1.546, 2.362, -1.738], [3.564, 3.428, -1.068], [4.078, 0.674, -4.175], [-5.077, -1.553, -0.150], [2.270, 2.045, 0.435], [-5.339, -1.395, 1.203], [-4.123, -0.784, -0.806], [0.419, -3.878, 1.463], [-1.597, 1.229, 2.490], [-3.223, 2.880, 1.495], [-4.356, 0.466, -2.993], [2.638, 3.218, -2.029], [4.325, 3.051, 1.269], [-4.674, -0.398, 1.901], [-3.060, 1.495, 2.127], [-3.334, 0.129, -0.052], [2.943, 1.719, 2.721], [3.109, 0.028, -3.424], [2.052, 1.494, 1.721], [5.661, 0.545, -2.358], [0.618, -4.186, 2.801], [-0.544, -2.942, 1.054], [-1.149, -2.678, 3.401], [4.104, 2.506, 2.493], [-4.055, -0.880, -2.326], [-3.616, 1.510, 3.068], [-5.651, -2.274, -0.724], [-2.824, 3.647, 2.167], [4.801, 2.682, 3.301], [-4.923, -0.217, 2.942], [-4.442, 0.339, -4.076], [-1.469, 0.264, 2.985], [-2.899, -1.613, -4.006], [-3.565, 1.189, -2.795], [2.136, -0.185, -3.843], [-4.868, -1.557, -2.597], [-0.252, -3.186, -1.064], [3.045, -2.022, 1.792], [1.023, -4.374, 0.711], [2.702, 3.655, -3.015], [3.847, 0.966, -5.191], [-4.279, 3.102, 1.322], [-5.296, 0.880, -2.623], [6.649, 0.720, -1.951], [4.428, 4.055, -1.260], [-1.755, -2.347, -0.564], [1.371, -4.910, 3.088], [1.152, 0.925, 1.915], [6.085, 1.447, -4.253], [2.756, 1.309, 3.705], [-1.023, 1.222, 1.568], [-2.567, -2.482, -2.503], [5.195, 3.671, 1.087], [-1.197, 2.009, 3.145], [-2.135, -1.689, 1.786], [-1.777, -2.222, 4.159], [-2.700, 2.947, 0.541], [-1.945, -0.840, -2.778], [1.652, -2.323, 0.825], [-6.081, -2.011, 1.694]]}

***

Entry 4:
{"formula": "C20H23Cl2F5O18", "method": "wB97M-V/def2-TZVPD", "e_above_lowest_kcal_mol": 0.0, "homo_lumo_gap_ev": 10.774, "e_lumo_ev": 0.13, "smiles": "O=C1OC[C@@H](F)O1.O=C1OC[C@@H](F)O1.O=C1OC[C@@H](F)O1.O=C1OC[C@@H](F)O1.O=C1OC[C@@H](F)O1.C[C@H]1COC(=O)O1.ClCCl", "elements": ["Cl", "Cl", "F", "F", "F", "F", "F", "O", "O", "O", "O", "O", "O", "O", "O", "O", "O", "O", "O", "O", "O", "O", "O", "O", "O", "C", "C", "C", "C", "C", "C", "C", "C", "C", "C", "C", "C", "C", "C", "C", "C", "C", "C", "C", "C", "H", "H", "H", "H", "H", "H", "H", "H", "H", "H", "H", "H", "H", "H", "H", "H", "H", "H", "H", "H", "H", "H", "H"], "coordinates": [[-19.734, -22.288, -0.229], [-21.579, -20.271, 0.897], [-24.731, -16.401, 3.807], [-20.819, -24.913, 1.230], [-19.404, -24.110, -2.566], [-23.214, -21.900, -1.584], [-17.369, -20.104, 3.859], [-17.235, -26.012, -4.500], [-21.584, -17.683, 6.543], [-21.974, -25.770, -2.370], [-16.743, -24.465, -6.074], [-22.912, -16.559, 5.117], [-22.322, -18.656, 4.651], [-19.449, -20.126, 4.752], [-18.406, -24.120, -4.598], [-23.228, -23.906, -2.599], [-21.103, -21.593, 4.341], [-23.089, -24.906, -0.631], [-18.705, -25.350, 0.537], [-16.856, -26.490, -0.090], [-18.651, -27.574, 0.737], [-19.189, -22.272, 5.291], [-19.050, -18.741, -4.431], [-21.084, -19.190, -3.639], [-20.634, -17.150, -4.498], [-17.958, -26.482, 0.341], [-19.013, -20.142, -4.132], [-20.036, -25.813, 0.609], [-23.986, -23.836, -0.429], [-23.929, -23.045, -1.739], [-18.079, -20.242, 5.015], [-20.536, -21.659, 1.225], [-20.294, -20.366, -3.335], [-21.110, -21.549, -3.795], [-22.206, -17.657, 5.537], [-20.023, -21.350, 4.751], [-17.388, -24.831, -5.158], [-19.866, -27.124, 1.359], [-22.692, -24.939, -1.918], [-17.957, -21.654, 5.616], [-20.291, -18.249, -4.201], [-18.984, -24.910, -3.575], [-17.814, -25.797, -3.201], [-23.441, -16.812, 3.837], [-23.312, -18.323, 3.690], [-21.077, -21.704, -4.874], [-20.815, -22.469, -3.292], [-17.114, -25.133, -2.677], [-19.000, -20.691, -5.074], [-23.048, -18.609, 2.671], [-20.670, -27.830, 1.184], [-17.116, -22.171, 5.159], [-19.713, -26.955, 2.427], [-24.997, -24.176, -0.193], [-24.229, -18.895, 3.854], [-23.705, -23.210, 0.419], [-18.106, -20.379, -3.582], [-17.984, -26.688, -2.613], [-22.845, -16.281, 3.093], [-19.741, -21.353, 1.892], [-17.762, -19.456, 5.696], [-20.087, -20.344, -2.264], [-20.439, -26.063, -0.379], [-21.101, -22.488, 1.628], [-19.850, -25.453, -3.959], [-22.157, -21.427, -3.536], [-24.901, -22.831, -2.176], [-17.786, -21.539, 6.686]]}

***

Entry 5:
{"formula": "C7H32O12", "method": "wB97M-V/def2-TZVPD", "s_squared": 0.77, "charge": 1, "multiplicity": 2, "e_above_lowest_kcal_mol": 0.0, "homo_lumo_gap_ev": [8.571, 5.093], "e_lumo_ev": [-4.23, -7.71], "elements": ["O", "O", "O", "O", "O", "O", "O", "O", "O", "O", "O", "O", "C", "C", "C", "C", "C", "C", "C", "H", "H", "H", "H", "H", "H", "H", "H", "H", "H", "H", "H", "H", "H", "H", "H", "H", "H", "H", "H", "H", "H", "H", "H", "H", "H", "H", "H", "H", "H", "H", "H"], "coordinates": [[0.714, 1.904, 1.508], [1.421, 4.269, 0.377], [-3.196, -2.310, -0.779], [-0.951, -2.434, 1.640], [0.879, -0.187, 2.913], [-1.975, 1.847, 2.253], [-3.647, -1.005, 1.531], [-2.835, -0.768, -3.193], [3.587, -0.002, 2.603], [-2.030, -0.292, 3.801], [0.630, -2.881, -3.348], [-0.894, -3.959, -1.035], [0.909, 0.755, -0.818], [0.423, 2.928, -2.001], [1.395, 1.923, -1.521], [1.743, -0.337, -0.470], [3.041, -0.289, -0.896], [3.485, 0.814, -1.684], [2.756, 1.988, -1.744], [-0.012, 2.618, -2.957], [-4.602, -1.158, 1.547], [0.767, -0.998, 2.379], [-2.530, -3.011, -0.791], [-3.309, -1.698, 0.915], [3.706, -1.113, -0.685], [2.747, -0.299, 2.995], [-0.531, -4.728, -0.559], [-2.202, 0.660, 3.840], [1.324, -1.074, 0.195], [-2.719, -0.606, 3.205], [0.343, -0.470, 3.681], [-0.136, 0.472, -0.857], [-1.808, -2.013, 1.782], [-1.055, 1.995, 1.915], [-0.876, -2.483, 0.668], [0.822, 3.934, -2.063], [4.402, 0.771, -2.260], [-2.307, 1.105, 1.735], [0.228, -2.039, -3.598], [-0.257, -3.718, -1.739], [0.917, 4.744, 1.039], [0.510, 1.098, 2.062], [-3.152, -0.052, -2.618], [-0.438, 2.956, -1.339], [0.958, -3.096, -4.230], [3.480, -0.049, 1.651], [1.324, 2.448, 2.028], [3.226, 2.895, -2.104], [-3.292, -2.018, -1.700], [1.324, 3.321, 0.614], [-2.307, -0.358, -3.886]]}

***

Entry 6:
{"formula": "C4H12ClNSi", "method": "wB97M-V/def2-TZVPD", "e_above_lowest_kcal_mol": 112.5, "homo_lumo_gap_ev": 8.258, "e_lumo_ev": -0.04, "elements": ["Cl", "Si", "N", "C", "C", "C", "C", "H", "H", "H", "H", "H", "H", "H", "H", "H", "H", "H", "H"], "coordinates": [[0.858, 2.488, -0.209], [0.050, 0.800, -0.837], [-1.940, 0.428, 0.674], [1.607, -0.348, 1.465], [1.969, -1.331, -0.975], [-3.147, 0.662, -0.149], [0.952, -0.649, 0.034], [-3.521, -0.225, -0.793], [2.075, -1.159, 1.888], [0.729, -0.149, 1.880], [0.161, 0.794, -2.329], [-2.957, 1.515, -0.759], [1.658, -2.228, -1.396], [2.160, -0.584, -1.716], [0.144, -1.422, 0.162], [2.863, -1.341, -0.389], [-3.970, 0.899, 0.687], [-1.922, 1.350, 1.231], [2.231, 0.500, 1.534]]}

***

Entry 7:
{"formula": "C35H36ClIrN4O2PS", "method": "wB97M-V/def2-TZVPD", "charge": 1, "e_above_lowest_kcal_mol": 49.4, "homo_lumo_gap_ev": 6.914, "e_lumo_ev": -3.41, "elements": ["Ir", "Cl", "S", "P", "O", "O", "N", "N", "N", "N", "C", "C", "C", "C", "C", "C", "C", "C", "C", "C", "C", "C", "C", "C", "C", "C", "C", "C", "C", "C", "C", "C", "C", "C", "C", "C", "C", "C", "C", "C", "C", "C", "C", "C", "C", "H", "H", "H", "H", "H", "H", "H", "H", "H", "H", "H", "H", "H", "H", "H", "H", "H", "H", "H", "H", "H", "H", "H", "H", "H", "H", "H", "H", "H", "H", "H", "H", "H", "H", "H", "H"], "coordinates": [[-0.084, 1.076, -1.767], [-2.473, 1.630, -6.982], [-1.953, -2.445, 0.515], [0.412, 1.355, 0.475], [-2.035, 0.659, -2.025], [-3.527, -0.797, -2.810], [-1.619, -2.590, 3.116], [-1.366, -4.588, 1.894], [-0.078, 0.983, -3.926], [-0.154, -0.974, -1.971], [0.175, 0.765, 3.159], [0.278, 5.910, 0.167], [2.119, 0.765, 0.792], [0.118, 0.910, -6.689], [1.214, 0.619, -5.893], [4.794, 0.011, 1.050], [-1.417, -3.035, 4.486], [3.137, 1.721, 0.809], [0.194, 3.977, 1.589], [-2.760, 1.402, 0.812], [-1.071, 1.244, -6.066], [-2.415, -0.531, -2.443], [-1.140, 1.276, -4.682], [0.593, 5.113, -0.930], [-1.370, -2.816, -2.848], [1.092, 2.790, -1.882], [0.931, -3.053, -2.251], [0.094, 5.354, 1.423], [3.790, -0.944, 1.039], [0.491, 3.180, 0.497], [-1.118, -5.583, 2.926], [2.447, -0.595, 0.920], [1.413, -1.684, 0.969], [0.943, -1.725, -1.867], [4.466, 1.352, 0.941], [-1.939, 1.096, 2.025], [-0.469, 0.645, 4.379], [1.082, 0.671, -4.521], [-2.568, 0.959, 3.261], [-1.286, -1.506, -2.431], [0.722, 3.743, -0.774], [-1.851, 0.738, 4.427], [-0.543, 0.977, 1.980], [-1.623, -3.268, 1.959], [-0.235, -3.604, -2.760], [1.836, -3.638, -2.159], [5.236, 2.112, 0.959], [1.256, 0.724, 3.131], [2.117, 2.438, -1.687], [4.047, -1.992, 1.135], [-1.391, -4.917, 0.944], [0.502, -1.460, 0.411], [-0.113, -5.509, 3.344], [-1.850, -5.531, 3.726], [1.819, -2.622, 0.588], [-2.321, -3.180, -3.211], [2.166, 0.359, -6.332], [-2.679, 0.605, 0.077], [0.007, 3.530, 2.558], [-0.151, 5.985, 2.267], [-1.881, -1.622, 2.993], [-3.810, 1.508, 1.079], [0.744, 5.565, -1.902], [-0.258, -4.638, -3.076], [2.892, 2.773, 0.732], [1.091, -1.861, 1.998], [5.827, -0.295, 1.147], [-2.279, -3.574, 4.880], [1.916, 0.457, -3.866], [-2.436, 2.331, 0.336], [-2.055, 1.539, -4.172], [-1.271, -2.144, 5.091], [1.829, -1.234, -1.482], [0.181, 0.886, -7.768], [0.108, 0.498, 5.283], [-1.216, -6.561, 2.460], [-3.646, 1.052, 3.304], [-0.525, -3.647, 4.587], [0.174, 6.979, 0.034], [1.094, 3.244, -2.873], [-2.374, 0.658, 5.372]]}

***

Entry 8:
{"formula": "CH3NO5", "method": "wB97M-V/def2-TZVPD", "e_above_lowest_kcal_mol": 29.6, "homo_lumo_gap_ev": 10.050, "e_lumo_ev": 0.23, "elements": ["O", "O", "O", "O", "O", "N", "C", "H", "H", "H"], "coordinates": [[1.429, -0.367, -0.380], [-1.295, 0.623, -2.012], [-0.006, 1.348, -0.014], [-0.475, -0.738, 0.829], [-0.850, -1.504, -2.157], [-0.776, -0.412, -1.703], [0.196, 0.013, -0.094], [-0.778, -0.145, 1.577], [-0.739, 1.423, -0.724], [1.542, -1.062, 0.322]]}

***

| no. | strongest force on any atom (eV/A) |
| --- | --- |
| 1 | 8.39 |
| 2 | 4.32 |
| 3 | 5.14 |
| 4 | 1.35 |
| 5 | 1.87 |
| 6 | 4.76 |
| 7 | 1.26 |
| 8 | 4.75 |